[1]
C2HN2O3 | the ωB97M-V functional and the def2-TZVPD basis

Element x y z (Å)
1 C 1.291 -0.311 -0.066
2 O 0.248 -1.270 0.154
3 O -1.607 1.900 -0.177
4 N 0.787 0.927 -0.034
5 O 2.412 -0.696 -0.275
6 H -1.719 -0.857 -0.103
7 N -0.905 -0.491 0.378
8 C -0.507 0.798 0.124

Forces on the atoms, in the same order (eV/Å):
C -0.7149 0.6582 -0.5041
O 0.6718 -0.4195 -0.4072
O 2.4557 -2.7647 -0.2669
N 1.0633 0.3689 -1.0105
O 1.1412 -0.8274 0.1020
H -0.1628 -0.1329 -0.6326
N -1.2348 -0.6770 0.8102
C -3.2194 3.7944 1.9092

2S+1   3
Charge   -1

---

[2]
C5H7NO | the ωB97M-V functional and the def2-TZVPD basis

Element x y z (Å)
1 H 0.544 -1.870 -0.909
2 N -1.575 0.046 -1.271
3 C 0.735 -0.878 -0.524
4 H -1.567 0.382 1.427
5 H 1.582 1.112 -0.875
6 O 1.396 -0.855 0.735
7 H 0.233 -1.117 2.428
8 C -0.522 0.549 1.183
9 C 0.362 -0.487 1.555
10 C 0.912 0.365 -1.288
11 H -2.270 0.728 -0.966
12 H -0.244 1.560 1.468
13 C -0.460 0.170 -0.600
14 H 0.873 0.293 -2.365

Forces on the atoms, in the same order (eV/Å):
H 0.2236 0.0871 -0.2713
N -1.2604 -0.4105 -1.2965
C 0.0892 0.4574 -0.5826
H -0.0858 -0.1467 0.2579
H -0.0621 -0.1204 0.0179
O -1.2722 0.2083 -0.7411
H 0.1030 0.0527 -0.0106
C -0.4856 0.4955 -3.7972
C 0.7902 -1.5944 2.5928
C 0.0990 -0.2992 -0.2871
H 0.1024 -0.1593 0.0609
H 0.1629 0.3333 -0.3296
C 1.7282 0.9140 4.4593
H -0.1323 0.1820 -0.0728

---

[3]
C6H12NO3Yb | the ωB97M-V functional and the def2-TZVPD basis

Element x y z (Å)
1 C 0.683 -1.456 -1.032
2 C -0.831 -0.371 2.249
3 O -1.269 2.388 -1.280
4 H -0.252 -1.060 2.977
5 C -0.780 0.146 -2.179
6 H -0.792 1.556 3.522
7 C -0.397 1.674 -1.883
8 Yb 2.915 -1.775 -0.145
9 H -1.939 -0.494 2.549
10 H 0.027 -2.399 -0.901
11 H 0.677 1.253 2.419
12 H 1.334 -0.982 1.116
13 H -1.286 0.141 -3.218
14 H -1.593 -0.225 -1.457
15 C -0.475 1.179 2.493
16 N 0.403 -0.742 -2.282
17 C 0.565 -0.557 0.318
18 H 0.840 0.547 0.188
19 H 1.230 -0.270 -2.675
20 O 0.834 2.161 -2.267
21 H 1.804 -1.803 -1.106
22 H -0.964 1.881 1.727
23 O -0.734 -0.791 0.866

Forces on the atoms, in the same order (eV/Å):
C -0.6774 0.8605 -0.9753
C -1.7069 1.3480 1.9374
O 2.0339 -2.6250 -1.6233
H -0.4845 0.9280 -1.4048
C -1.0302 0.9450 -1.3569
H 0.4628 -0.8802 -1.3004
C 1.7442 3.7493 0.8025
Yb 7.1076 0.5530 5.8733
H 1.7292 -0.0566 -0.8331
H 0.9279 1.3356 -0.0279
H -1.7550 0.3523 0.1981
H -0.5926 0.3584 -0.1497
H 0.8045 0.0737 1.5863
H 1.5716 0.4683 -0.8520
C 0.7965 -0.3834 -0.4339
N 0.0900 -1.3368 1.3014
C -0.4299 -0.5311 0.4261
H -0.4710 -1.3207 -0.1966
H -0.7238 0.3828 0.3871
O -4.0615 -3.3427 1.3562
H -8.2397 0.0919 -5.6873
H 0.7469 -1.2678 0.8851
O 2.1571 0.2975 0.0876

Charge   +1

---

[4]
C34H70Cl2F3N3O15PS | the ωB97M-V functional and the def2-TZVPD basis

Element x y z (Å)
1 H 5.723 -2.036 -2.310
2 O 1.183 7.172 4.148
3 H -0.242 8.255 7.436
4 C 0.545 -1.710 -3.769
5 H 0.074 -1.589 -1.182
6 H -4.363 2.740 3.929
7 C -1.008 -4.386 1.620
8 H 1.402 -1.519 -3.118
9 C 2.032 6.557 5.100
10 Cl 2.672 -6.553 -4.132
11 H -0.996 -4.551 2.696
12 C -0.511 -5.738 -3.940
13 H -0.982 5.508 1.408
14 H 2.176 -2.399 1.151
15 H -2.828 4.958 -0.918
16 H 5.664 -4.819 -1.274
17 H 1.784 -5.687 -0.967
18 H -0.872 3.741 3.145
19 H -0.951 -7.475 -2.731
20 O -2.209 3.971 0.807
21 O -0.011 -2.326 2.249
22 O -2.835 4.011 3.793
23 H -0.022 -0.394 0.587
24 H 2.594 -3.175 -2.950
25 H 1.929 -4.047 -4.290
26 H 1.971 5.490 4.871
27 H -1.594 -0.212 -0.222
28 H 4.681 8.153 3.016
29 C 2.404 9.220 3.482
30 O 3.491 9.164 4.385
31 O 1.780 8.035 7.009
32 H 2.660 8.723 2.539
33 C -2.635 1.554 3.764
34 H -0.307 -5.072 1.153
35 O -6.863 -0.300 -5.390
36 H -4.126 -4.361 -3.344
37 H 2.728 -7.013 -1.572
38 C -1.903 5.007 1.732
39 H -4.057 4.812 0.361
40 H -3.829 -3.466 -0.153
41 H -2.000 -4.592 1.233
42 O 4.238 -2.735 -1.143
43 C 2.011 -4.056 -3.204
44 H -2.395 1.589 4.832
45 O 0.043 -5.284 -2.711
46 H 2.132 -4.123 0.836
47 O -1.450 1.422 2.994
48 N -1.129 -2.197 0.275
49 H -1.336 5.330 3.729
50 H -2.708 5.748 1.755
51 P -2.712 -3.735 -1.885
52 H -3.707 -1.502 -4.805
53 C 2.711 -5.929 -1.473
54 C -1.961 -1.073 -2.678
55 H -1.187 -0.351 -2.408
56 H -3.405 -0.572 -1.132
57 N -0.493 -2.431 -1.014
58 H 0.559 6.402 6.643
59 F 3.040 -1.238 -4.888
60 O -3.764 -2.964 -0.980
61 H 4.442 -4.056 0.446
62 H 6.138 -2.124 -0.603
63 H 4.389 -2.351 0.865
64 O 1.737 -2.871 -0.793
65 O -3.347 -3.778 -3.343
66 H -0.261 1.325 4.709
67 C 2.849 -5.288 -2.856
68 H -3.146 0.635 -2.347
69 H -3.651 2.791 2.318
70 C -3.213 4.310 -0.122
71 H 0.347 8.799 3.354
72 H 5.422 8.589 4.568
73 H 5.154 9.841 3.339
74 C -3.285 -0.440 -2.204
75 H -3.575 3.385 -0.570
76 H -4.338 0.154 -4.863
77 Cl -6.769 -2.767 -4.049
78 H 7.243 -4.083 -1.104
79 C -0.613 -2.962 1.428
80 H 0.824 8.103 8.856
81 H 2.175 10.271 3.264
82 H 0.199 -5.606 -4.760
83 C -3.416 2.792 3.386
84 H -1.410 -5.179 -4.198
85 H 6.490 -4.202 -2.697
86 C 0.579 -3.536 -1.137
87 F 1.490 -0.004 -5.702
88 H 0.002 -0.778 -3.863
89 C 3.967 -3.103 0.189
90 C -4.594 -0.805 -2.914
91 H 0.324 -4.407 -0.550
92 C 1.158 8.588 4.056
93 H -1.946 -1.096 -3.767
94 H -0.074 -7.837 -4.218
95 O -5.515 -2.108 -6.473
96 C 4.744 8.930 3.786
97 N -2.249 -5.020 -1.172
98 C 0.580 -3.985 -2.654
99 H -0.397 -0.185 3.768
100 O 0.987 -2.078 -5.083
101 C 1.923 -1.263 -5.622
102 C -1.055 -0.753 0.552
103 H -1.540 -0.543 1.501
104 H -2.287 -5.868 -1.719
105 H 3.073 6.858 4.966
106 C -1.674 4.482 3.129
107 H -3.279 0.681 3.586
108 C 0.744 8.507 7.841
109 F 2.209 -1.696 -6.808
110 C -0.342 0.907 3.702
111 C 6.300 -4.013 -1.642
112 H -5.018 -1.731 -2.565
113 C -1.401 -2.471 -2.240
114 H 0.832 9.591 7.889
115 C 5.633 -2.653 -1.417
116 C -0.855 -7.214 -3.783
117 S -5.943 -1.387 -5.313
118 H 2.223 6.037 7.149
119 C -4.484 -0.839 -4.431
120 H 3.883 -4.975 -2.979
121 C -0.316 -2.895 -3.298
122 H 0.891 9.047 5.009
123 H -1.776 -7.442 -4.320
124 H -0.864 -3.204 -4.186
125 C 1.605 6.713 6.542
126 H 0.555 1.180 3.144
127 C 2.441 -3.164 0.422
128 H 3.567 -5.673 -0.850
129 H -5.320 -0.032 -2.648

Forces on the atoms, in the same order (eV/Å):
H -0.0714 0.0261 0.0387
O -0.1035 -0.0984 -0.0957
H -0.0067 -0.0056 -0.0084
C 0.0694 0.1552 -0.1984
H 0.2182 -0.0800 0.2160
H -0.0141 -0.0003 -0.0178
C -0.2571 0.0027 0.3592
H 0.0494 -0.1126 0.0091
C 0.1124 -0.0857 -0.0421
Cl -0.0513 -0.1072 -0.0885
H 0.1330 -0.0775 -0.0406
C 0.0005 -0.2149 -0.3382
H -0.0431 0.1060 0.0361
H -0.0622 -0.0073 0.0122
H -0.0294 0.0342 0.0172
H -0.0093 -0.0221 0.0334
H -0.0360 0.0243 0.0190
H -0.0786 -0.0745 -0.1287
H -0.1134 -0.0225 0.0138
O -0.1769 -0.1387 0.1613
O -0.0988 -0.3188 0.1513
O -0.0386 0.0619 0.1029
H 0.0208 -0.0135 0.1415
H -0.0401 -0.0146 0.2049
H 0.0193 0.0012 0.0225
H 0.0135 -0.0060 -0.0017
H -0.0107 -0.0515 0.0374
H -0.0002 -0.0014 -0.0070
C 0.1121 0.1877 0.0017
O -0.0727 -0.3054 0.0586
O -0.1062 0.0965 -0.2516
H 0.0104 -0.0362 0.0053
C 0.0012 -0.1307 -0.0280
H -0.0242 -0.1206 -0.0150
O 0.0356 -0.2843 0.0611
H -0.0223 0.1434 -0.3360
H -0.0152 0.0174 0.0109
C 0.1290 0.0567 -0.1515
H -0.0083 -0.0023 0.0036
H -0.1457 0.1024 -0.0057
H 0.0915 -0.0594 -0.2031
O -0.1062 -0.1517 -0.0039
C 0.0290 0.1502 -0.5680
H 0.0250 0.0257 -0.0023
O -0.2155 0.1076 0.4292
H -0.0051 -0.1245 -0.1850
O 0.0441 0.1988 0.0053
N 0.1794 -0.1216 -0.0126
H 0.0196 0.0045 -0.0048
H -0.0318 -0.0251 -0.0009
P 0.5203 -0.6230 0.0275
H 0.0192 -0.0762 0.0959
C 0.1947 -0.3088 -0.1328
C 0.0066 -0.0730 0.4461
H 0.0127 0.0171 -0.0104
H -0.1782 -0.0603 -0.0048
N -0.6428 0.1510 -0.1774
H -0.0224 0.0284 -0.0180
F 0.3681 -0.0189 0.2947
O -0.0175 0.0955 0.2039
H -0.0887 -0.0751 -0.0476
H -0.1049 0.0709 0.0453
H 0.0159 -0.0178 0.0197
O -0.0424 -0.3475 -0.0240
O -0.2434 -0.0661 0.1323
H -0.0638 0.0366 -0.0209
C 0.1785 0.0980 0.2152
H 0.1094 -0.0116 -0.0403
H 0.1373 -0.0367 -0.0284
C 0.0932 0.0345 -0.0590
H -0.0096 0.0071 0.0085
H 0.0031 0.0508 0.0152
H 0.0000 -0.0174 -0.0568
C 0.1083 0.0861 -0.0055
H 0.0292 -0.0124 -0.0272
H 0.0678 0.0168 0.0083
Cl -0.1329 -0.2382 0.0338
H 0.0631 -0.0072 -0.0679
C 0.2562 0.6276 -0.1020
H -0.0402 -0.0265 -0.0068
H -0.0255 -0.0206 -0.1197
H 0.0259 0.0794 0.0499
C -0.1313 0.0118 -0.0731
H -0.1157 0.1406 0.1272
H -0.0108 -0.0087 -0.0140
C 0.6183 -0.0905 -0.4680
F -0.1848 0.4581 -0.0189
H -0.0241 -0.0765 -0.0481
C 0.0659 0.1509 -0.1137
C -0.1508 0.3480 -0.1283
H -0.2218 0.1513 0.3008
C -0.1297 0.0761 0.0330
H -0.1229 -0.0214 0.0155
H 0.0444 -0.0219 0.1746
O -0.2093 0.2160 0.3603
C 0.0003 0.1120 0.0240
N -0.6498 0.4531 -0.1964
C 0.1401 0.1552 0.1388
H 0.0801 0.0064 0.1222
O -0.0237 -0.0874 0.1132
C -0.2949 0.0753 0.6951
C -0.1667 0.1535 -0.1690
H 0.0912 0.0450 -0.0451
H 0.3577 -0.0957 0.1347
H -0.0362 0.1533 0.0810
C 0.1648 0.0258 0.0940
H -0.0296 -0.0236 0.1107
C 0.0679 -0.0251 0.0869
F 0.2149 -0.3966 -1.0461
C -0.0206 -0.1783 -0.1106
C -0.1082 -0.0146 0.0709
H 0.1536 -0.2648 0.1656
C 0.1143 0.1459 -0.2021
H 0.0419 -0.0045 0.0268
C 0.3021 -0.0030 -0.0308
C 0.2136 0.0792 -0.3006
S 0.1888 0.3283 -0.4856
H -0.0853 -0.0910 -0.0029
C 0.0965 -0.1439 -0.0655
H -0.0146 -0.0236 -0.0113
C -0.4223 0.2447 -0.0809
H 0.1549 -0.0236 0.0534
H -0.0712 -0.0432 0.1155
H 0.1795 -0.3201 -0.0344
C 0.0711 -0.0040 0.1907
H 0.0040 -0.0363 -0.0139
C 0.0852 0.2981 0.2507
H -0.1269 0.1713 0.0756
H -0.0159 -0.0520 0.0342

Charge   +1

---

Here are the calculated DFT total energy numbers, same order: -411.89320, -324.50421, -1674.39665, -4589.50389 (Ha).